Below is C22H31N3SiSn as an isolated structure in a non-equilibrium geometry, with properties calculated with wB97M-V/def2-TZVPD.

For the gap between HOMO and LUMO (alpha / beta), the calculation gives 0.2422 / 0.2329 hartree. The highest occupied orbital energy (alpha / beta) is -14.837 / -14.750 eV.

Geometry as ORCA input:
```
! wB97M-V def2-TZVPD RIJCOSX def2/J DEFGRID3
* xyz 2 1
H -4.661 0.111 -0.019
C 2.115 -0.068 -2.618
H 3.820 -2.146 -3.062
H -2.846 0.386 3.658
H -1.542 -2.437 3.714
C 3.250 1.707 -3.826
C 3.640 1.166 1.485
C -0.670 -2.032 3.172
Sn -0.690 -0.043 -1.004
H 4.758 1.509 3.338
C -1.404 2.075 -0.687
C 2.245 2.571 -3.378
C 1.473 0.538 3.130
N 1.124 0.788 -2.216
H -4.699 1.689 -2.073
C -5.547 1.599 -1.394
H -3.427 -1.595 1.657
H 4.491 1.412 0.846
H 0.079 -1.734 3.915
C 1.225 2.091 -2.570
H 2.785 0.946 4.777
H -0.032 -3.122 -0.150
C 2.008 -1.444 -2.139
H 3.945 -0.354 -3.710
H -6.465 1.645 -1.998
H -0.625 2.690 -0.242
C 2.830 -3.716 -1.918
H 2.306 0.750 -0.169
Si -1.216 -0.610 2.097
H -5.548 2.474 -0.732
H 0.640 0.291 3.797
H -0.246 -2.840 2.559
H -1.263 1.196 3.803
N 0.930 -1.735 -1.366
H -2.965 -0.586 0.293
H -1.670 2.446 -1.678
H -2.251 -2.221 0.466
H 1.592 -4.947 -0.648
H -6.384 0.342 0.139
C -1.982 0.769 3.092
H 2.250 3.613 -3.659
C 3.805 1.226 2.880
H 3.567 -4.484 -2.167
C -5.564 0.301 -0.584
H -2.289 2.049 -0.056
C 1.290 0.464 1.718
C 1.736 -3.968 -1.080
H -5.742 -0.567 -1.222
C -2.578 -1.327 1.015
H 0.447 2.752 -2.209
H -2.324 1.575 2.427
C 0.821 -2.960 -0.811
C 3.188 0.377 -3.422
H 4.073 2.041 -4.470
C 2.416 0.803 0.912
C 2.977 -2.433 -2.432
N 0.104 0.069 1.129
C 2.700 0.908 3.687
*
```